Run i
18
Properties=species:S:1:pos:R:3 method="wB97M-V/def2-TZVPD" homo_energy_ha=-0.340 smiles="NCCC=O.O.O" gap_ev=9.860 charge=0
O -2.264 1.019 1.202
O 4.170 -0.303 -0.600
O -1.163 2.468 -1.915
N 0.511 -2.162 1.054
C -0.676 -0.170 -0.100
C -1.131 0.621 1.099
C -0.572 -1.672 0.213
H 1.388 -1.755 0.714
H 0.501 -1.759 1.962
H -1.499 -0.070 -0.804
H -0.605 3.106 -2.375
H -0.430 0.802 1.935
H -1.626 2.017 -2.633
H -1.515 -2.037 0.623
H 0.250 0.213 -0.531
H 4.544 -1.169 -0.386
H 4.796 -0.023 -1.285
H -0.495 -2.168 -0.741



Run ii
18
Properties=species:S:1:pos:R:3 method="wB97M-V/def2-TZVPD" homo_energy_ha=-0.330 smiles=OCCNCO.O gap_ev=9.670 charge=0
O 1.410 1.352 1.656
O -3.018 0.511 -0.652
O -0.188 -4.005 0.078
N -0.652 0.533 -0.206
C 1.795 0.570 0.555
C 0.791 0.782 -0.667
C -1.712 1.272 -0.779
H -2.757 -0.289 0.012
H 2.159 1.850 1.967
H 1.705 -0.557 0.685
H 0.840 1.807 -1.131
H 0.617 -4.389 0.488
H 2.908 0.716 0.448
H -1.864 2.231 -0.348
H -1.584 1.506 -1.828
H -0.638 0.665 0.814
H -0.938 -4.547 0.389
H 1.126 -0.007 -1.481



The least stable of them is run ii.



Run i
18
Properties=species:S:1:pos:R:3 method="wB97M-V/def2-TZVPD" homo_energy_ha=-0.350 smiles="C=CN=C.O.O.O" gap_ev=9.662 charge=0
O 4.207 -1.406 -1.101
O 0.570 1.497 -2.222
O -3.644 1.420 -1.499
N -1.584 -0.918 1.902
C 0.786 -0.161 2.069
C -0.479 -0.229 2.463
C -1.525 -1.263 0.688
H -0.808 -0.901 -0.057
H -0.063 0.784 -2.377
H 4.746 -0.609 -1.074
H 0.876 1.650 -3.124
H -0.848 0.403 3.264
H -3.116 2.225 -1.561
H -3.020 0.804 -1.105
H 1.336 0.686 2.453
H 1.258 -0.727 1.287
H -2.354 -1.853 0.303
H 3.663 -1.403 -0.307



Run ii
18
Properties=species:S:1:pos:R:3 method="wB97M-V/def2-TZVPD" homo_energy_ha=-0.342 smiles=NC(CO)CO.O gap_ev=9.975 charge=0
O 0.101 -3.287 -1.779
O -2.197 0.237 1.187
O 2.020 1.001 -1.265
N 0.708 -0.653 0.892
C -1.005 1.133 1.190
C 1.018 1.600 -0.264
C 0.059 0.544 0.257
H 1.568 1.915 0.623
H -1.370 2.013 0.682
H 1.928 0.019 -0.859
H -2.956 0.757 1.531
H 0.382 -3.762 -2.650
H -0.735 1.385 2.127
H 1.125 -1.252 0.293
H 0.098 -1.276 1.433
H -0.424 0.140 -0.670
H -0.773 -2.977 -1.950
H 0.454 2.462 -0.777



Run iii
18
Properties=species:S:1:pos:R:3 method="wB97M-V/def2-TZVPD" homo_energy_ha=-0.341 smiles=NC(CO)CO.O gap_ev=9.905 charge=0
O 2.039 -0.930 0.777
O 1.478 2.739 -0.593
O -2.471 0.112 -0.928
N -0.473 0.353 1.436
C -0.214 -0.307 0.130
C -1.390 -0.849 -0.631
C 0.814 -1.431 0.190
H 0.419 0.912 1.572
H -1.307 0.865 1.672
H 1.305 2.132 0.147
H -1.081 -1.351 -1.491
H 0.127 -2.079 1.046
H 2.522 -0.407 0.049
H -1.839 -1.578 0.067
H 1.735 3.537 -0.220
H 0.816 -2.001 -0.809
H 0.259 0.357 -0.604
H -2.740 -0.075 -1.808



The least stable of them is run iii.



Run i
18
Properties=species:S:1:pos:R:3 method="wB97M-V/def2-TZVPD" homo_energy_ha=-0.363 smiles="CNC(C)=O.O.O" gap_ev=10.672 charge=0
O -0.923 0.957 1.899
O 1.803 0.837 1.385
O 1.647 0.368 -1.403
N 0.193 -1.302 -1.058
C 0.485 0.017 -1.172
C -0.709 0.985 -1.290
C -0.783 -1.917 -0.127
H -0.233 -2.126 0.839
H -1.072 1.478 2.719
H -0.047 1.185 1.601
H -1.123 -2.900 -0.479
H -1.231 1.203 -2.281
H 1.932 0.651 0.401
H -0.487 2.033 -0.998
H -1.621 0.794 -0.641
H -1.600 -1.188 -0.010
H 1.097 -1.793 -1.143
H 2.673 0.718 1.760



Run ii
18
Properties=species:S:1:pos:R:3 method="wB97M-V/def2-TZVPD" homo_energy_ha=-0.343 smiles="CNC(C)=O.O.O" gap_ev=9.992 charge=0
O 3.989 -3.610 -3.937
O 0.685 1.283 3.934
O -3.343 1.491 -0.415
N -1.850 -0.186 -0.475
C -2.223 1.102 -0.171
C -0.538 -0.804 -0.497
C -1.170 1.922 0.518
H 4.262 -3.161 -3.133
H 4.777 -3.730 -4.486
H -0.371 -1.356 -1.418
H -0.373 -1.446 0.387
H -0.856 1.391 1.419
H 0.256 -0.056 -0.370
H 0.800 0.808 4.764
H -2.620 -0.706 -0.881
H -1.505 2.942 0.690
H -0.303 1.961 -0.152
H 0.383 2.154 4.221



The least stable of them is run i.



Run i
96
Properties=species:S:1:pos:R:3 method="wB97M-V/def2-TZVPD" homo_energy_ha=-0.135 gap_ev=5.590 charge=-1
I -2.051 6.860 -2.365
Si 3.099 0.991 -2.440
Si 3.396 -1.350 -0.198
Na 0.292 0.130 -0.185
O -0.334 -1.163 1.208
O -0.171 -2.264 3.461
N -1.208 3.615 0.248
N -1.086 -1.237 -1.286
N -4.067 -0.800 1.721
N -1.081 1.077 -2.704
N -1.125 -2.382 -0.583
N -2.574 0.870 1.158
N 1.614 1.688 0.827
N -2.160 3.073 -0.501
N -3.154 0.491 3.434
C 2.791 0.317 -0.746
C 2.685 3.177 2.348
C 2.542 2.821 -2.478
C -4.421 0.788 4.070
C -1.185 2.193 -4.818
C -1.604 1.017 -5.435
C -1.741 -0.119 -4.671
C -1.443 -0.073 -3.296
C -1.141 -4.706 0.928
C 5.279 -1.743 -0.450
C -1.872 5.082 -1.278
C -4.152 -1.961 2.584
C -1.012 4.836 -0.204
C 3.100 -1.623 1.676
C -1.219 -5.847 1.703
C 2.476 -2.749 -1.116
C -4.189 -1.130 0.317
C 3.973 1.920 0.791
C 3.922 2.839 1.811
C -0.566 -4.577 3.631
C 4.919 1.004 -3.103
C -1.482 -1.268 -2.507
C -0.716 -2.246 0.673
C -0.784 -3.482 1.484
C 2.129 0.063 -3.802
C 1.567 2.573 1.808
C -0.932 -5.778 3.059
C 2.794 1.329 0.308
C -2.600 3.920 -1.443
C -3.199 0.213 2.053
C -2.082 1.341 3.906
C -0.948 2.151 -3.452
C -0.498 -3.415 2.862
H -3.852 -1.704 3.595
H 5.281 -0.016 -3.188
H 1.737 2.966 -1.766
H 2.446 -3.653 -0.515
H 5.888 -1.025 0.093
H -3.366 3.663 -2.145
H -0.998 -6.666 3.676
H 5.020 1.467 -4.082
H 1.216 -0.354 -3.397
H -2.234 2.403 3.659
H 1.450 -2.471 -1.328
H -0.284 5.493 0.227
H 3.354 3.485 -2.196
H -1.356 -4.732 -0.128
H -5.216 0.190 3.632
H 2.600 3.879 3.163
H 4.014 -1.507 2.252
H -4.066 -0.218 -0.259
H 4.911 1.640 0.341
H -1.020 3.095 -5.387
H -1.805 0.993 -6.499
H -0.329 -4.505 4.682
H 5.582 1.531 -2.424
H 4.827 3.299 2.189
H 5.534 -1.656 -1.501
H -5.180 -1.554 0.143
H 2.188 3.119 -3.461
H -0.154 -1.598 2.704
H -2.417 2.100 -0.320
H 0.574 2.819 2.162
H -5.179 -2.336 2.588
H -3.496 -2.762 2.225
H 2.380 -0.905 2.051
H -1.138 1.002 3.483
H 5.572 -2.738 -0.122
H 2.705 -0.750 -4.230
H -2.028 1.248 4.992
H -4.351 0.560 5.138
H -1.984 1.595 1.550
H -0.608 3.029 -2.920
H -1.822 -2.195 -2.989
H 2.704 -2.615 1.875
H 2.957 -2.988 -2.059
H -4.697 1.849 3.963
H -1.510 -6.790 1.260
H 1.853 0.734 -4.611
H -2.060 -1.047 -5.122
H -3.424 -1.844 -0.002



Run ii
96
Properties=species:S:1:pos:R:3 method="wB97M-V/def2-TZVPD" homo_energy_ha=-0.143 gap_ev=5.937 charge=-1
I -1.158 5.253 4.922
Si -3.152 -1.521 0.450
Si -1.853 -2.653 -2.163
Na -0.132 -0.187 0.361
O -2.285 1.019 4.210
O -0.731 0.032 2.454
N 1.992 -1.863 -0.863
N -0.946 2.801 1.544
N 1.165 -1.132 3.122
N 3.411 3.189 -1.313
N 3.396 2.025 -3.340
N -1.788 1.187 -0.993
N 0.339 2.690 1.893
N 1.817 1.528 -1.609
N 1.405 -1.295 1.788
C 4.864 3.215 -1.241
C 2.344 -2.158 -2.110
C 2.681 -2.446 0.129
C 2.956 0.871 -4.096
C -1.695 0.817 6.473
C -1.649 3.589 2.377
C 2.809 2.191 -2.071
C -2.617 0.275 -3.041
C 3.728 -3.337 -0.117
C -2.314 -2.626 1.735
C -0.768 -2.176 -3.654
C 4.077 -3.632 -1.422
C 0.298 -0.365 7.129
C -3.340 -3.506 -2.980
C -0.845 0.360 7.461
C -4.768 -2.447 0.088
C 2.769 3.482 -0.043
C -2.151 2.617 -2.904
C -2.583 1.509 -3.638
C -0.752 4.042 3.316
C 2.310 -2.151 1.520
C -2.206 0.078 -1.688
C 3.371 -3.028 -2.448
C -0.264 -0.163 4.775
C -1.782 2.382 -1.595
C 0.573 -0.616 5.796
C 0.477 3.447 2.967
C -2.178 -1.223 -1.076
C -0.974 -4.028 -1.220
C 0.066 -0.419 3.335
C -1.417 0.561 5.127
C 3.490 3.225 -4.162
C -3.756 0.080 1.237
H 5.302 2.878 -2.176
H -1.304 2.210 0.796
H -2.589 1.383 6.708
H 3.607 0.754 -4.963
H 1.921 0.964 -4.460
H 2.825 -2.679 2.322
H -0.215 -1.249 -3.482
H 0.965 -0.727 7.902
H -2.909 1.621 -4.667
H -0.185 -3.624 -0.580
H -0.055 -2.980 -3.868
H -2.992 -4.230 -3.727
H 1.453 -1.174 5.505
H -4.593 -3.486 -0.212
H -1.424 3.217 -0.995
H 2.905 2.679 0.689
H 5.205 4.231 -1.035
H -1.074 0.569 8.500
H 4.884 -4.323 -1.635
H 1.763 -1.687 -2.892
H -1.669 -4.585 -0.583
H -3.958 -4.044 -2.254
H -2.414 -3.680 1.450
H -1.889 0.750 3.334
H -3.986 -2.783 -3.490
H -2.806 -2.498 2.707
H 1.700 3.599 -0.179
H 3.792 4.076 -3.558
H -4.218 -0.139 2.206
H 1.433 3.530 3.463
H -2.103 3.614 -3.321
H -5.334 -1.956 -0.711
H -5.393 -2.465 0.990
H 4.249 -3.784 0.720
H -2.710 3.735 2.264
H 3.190 4.410 0.350
H 3.593 -3.225 -3.489
H -0.525 -4.741 -1.921
H -2.999 -0.575 -3.593
H -2.971 0.819 1.390
H 2.527 3.466 -4.635
H -1.252 -2.416 1.874
H 3.034 -0.026 -3.486
H -1.377 -2.027 -4.551
H 5.233 2.564 -0.436
H 4.229 3.072 -4.949
H -4.517 0.532 0.589
H 1.416 0.935 -2.330



The least stable of them is run i.